No. 1
{
  "formula": "C5H12O3",
  "method": "wB97M-V/def2-TZVPD",
  "species": ["C", "C", "C", "C", "C", "O", "H", "H", "H", "H", "H", "H", "H", "H", "H", "H", "O", "H", "H", "O"],
  "xyz": [[-2.706, 0.504, 1.866], [-1.323, 0.353, 1.360], [-0.817, -0.432, 0.352], [0.453, -0.382, -0.149], [0.787, -0.293, -1.477], [2.058, -0.261, -1.847], [-2.887, 1.140, 2.701], [-3.441, 0.873, 1.025], [-2.971, -0.503, 2.142], [-0.534, 1.010, 1.870], [-1.566, -1.060, -0.143], [1.287, -0.300, 0.660], [0.217, -0.754, -2.356], [2.762, -0.305, -1.089], [-4.392, 0.272, -4.023], [-3.540, 0.393, -2.713], [-3.589, 0.550, -3.638], [4.686, -1.087, 3.521], [5.425, 0.353, 3.934], [4.855, -0.105, 3.330]],
  "smiles": "C/C=C/C=C/O.O.O",
  "spin_multiplicity": 1,
  "orbital_gap_ev": 8.357,
  "e_tot_ha": -423.3181,
  "de_lowest_kj_mol": 356.39,
  "mol_weight_g_mol": 120.148
}

No. 2
{
  "formula": "C5H12O3Pr",
  "method": "wB97M-V/def2-TZVPD",
  "species": ["O", "C", "C", "O", "C", "C", "O", "C", "H", "H", "H", "H", "H", "H", "H", "H", "H", "H", "H", "H", "Pr"],
  "xyz": [[-1.307, 1.990, 0.785], [-2.366, 1.104, 0.739], [-1.925, -0.314, 0.401], [-1.216, -0.253, -0.837], [-0.271, -1.249, -1.170], [0.933, -1.281, -0.251], [1.448, 0.040, -0.142], [2.684, 0.135, 0.550], [-3.114, 1.419, -0.019], [-2.875, 1.048, 1.723], [-2.784, -0.988, 0.269], [-1.274, -0.703, 1.201], [0.055, -0.999, -2.189], [-0.762, -2.232, -1.168], [1.707, -1.931, -0.688], [0.675, -1.641, 0.757], [2.847, 1.194, 0.780], [2.646, -0.453, 1.478], [3.496, -0.231, -0.093], [1.226, 3.375, -1.593], [0.177, 1.971, -0.534]],
  "total_charge": 1,
  "spin_multiplicity": 3,
  "orbital_gap_ev": [8.183, 8.213],
  "e_tot_ha": -940.1451,
  "mol_weight_g_mol": 261.056
}

No. 3
{
  "formula": "C5H12O3S",
  "method": "wB97M-V/def2-TZVPD",
  "species": ["O", "C", "O", "C", "C", "C", "S", "C", "H", "H", "H", "H", "H", "H", "H", "H", "H", "H", "H", "H", "O"],
  "xyz": [[2.422, 0.371, -2.517], [1.586, -0.455, -2.328], [0.779, -0.868, -3.349], [1.231, -1.050, -0.984], [-0.074, -0.454, -0.439], [-0.084, 1.051, -0.236], [1.129, 1.534, 1.031], [0.578, 0.563, 2.425], [0.127, -1.501, -2.997], [1.213, -2.125, -0.803], [2.043, -0.841, -0.251], [-0.444, -0.984, 0.464], [-0.888, -0.566, -1.203], [0.188, 1.571, -1.159], [-1.040, 1.437, 0.162], [1.381, -0.153, 2.674], [0.472, 1.227, 3.279], [-0.407, 0.077, 2.347], [-3.230, 0.394, 2.025], [-3.151, 0.436, 0.588], [-3.832, 0.335, 1.269]],
  "smiles": "CSCCCC(=O)O.O",
  "spin_multiplicity": 1,
  "orbital_gap_ev": 9.097,
  "e_tot_ha": -821.6069,
  "de_lowest_kj_mol": 0.00,
  "mol_weight_g_mol": 152.215
}

No. 4
{
  "formula": "C5H12O5",
  "method": "wB97M-V/def2-TZVPD",
  "species": ["C", "C", "C", "C", "O", "C", "O", "H", "H", "H", "H", "H", "H", "H", "H", "H", "H", "H", "H", "O", "O", "O"],
  "xyz": [[-0.185, 1.142, 0.457], [-0.616, -0.154, -0.244], [0.201, -0.288, -1.544], [-0.174, -1.326, 0.666], [-1.984, -0.288, -0.388], [-2.728, 0.967, -1.635], [-2.461, 0.617, -2.756], [-0.796, 1.301, 1.356], [0.869, 1.062, 0.744], [-0.309, 2.001, -0.214], [-0.116, -1.202, -2.072], [0.030, 0.578, -2.207], [1.259, -0.357, -1.306], [-0.416, -2.266, 0.165], [0.912, -1.287, 0.870], [-0.736, -1.286, 1.604], [-3.774, 0.811, -1.215], [-2.296, 1.817, -1.154], [3.258, -0.568, 3.420], [2.376, -0.070, 3.426], [3.890, -0.008, 1.244], [3.797, -1.197, 0.783]],
  "total_charge": -2,
  "spin_multiplicity": 1,
  "orbital_gap_ev": [5.789, 7.261],
  "e_tot_ha": -573.6372,
  "de_lowest_kj_mol": 767.27,
  "mol_weight_g_mol": 152.146
}